Density functional theory data (ωB97M-V/def2-TZVPD) for a single C2H7N3S molecule.

Each line ends with the natural charge from an NBO analysis.
Element x y z (Å)
C -2.250 -0.367 -1.386  -0.750
S -1.116 0.007 -0.049  0.318
N 0.331 -0.290 -0.932  -0.653
C 1.492 -0.065 -0.440  0.252
N 1.893 0.392 0.786  -0.468
N 1.142 0.353 1.967  -0.644
H -3.270 -0.240 -1.029  0.226
H -2.144 -1.435 -1.674  0.223
H -2.070 0.315 -2.196  0.223
H 2.319 -0.255 -1.081  0.176
H 2.916 0.301 0.978  0.380
H 0.460 1.122 1.948  0.362
H 0.635 -0.524 2.041  0.355

Summary:
**2S+1**: 1
**SMILES**: CS/N=C\NN
**Highest occupied orbital energy**: -7.88 eV

***

Density functional theory data (ωB97M-V/def2-TZVPD) for 2 unconnected molecules or ions with the total composition C4H11N3O2.

Each line ends with the natural charge from an NBO analysis.
Element x y z (Å)
H -1.600 -0.991 0.546  0.349
N -0.908 -0.259 0.565  -0.790
C -1.020 0.675 -0.278  0.586
N -0.230 1.832 -0.214  -0.836
N -1.819 0.647 -1.404  -0.639
C -2.657 -0.521 -1.676  -0.427
H -0.098 2.363 -1.054  0.375
H -0.483 2.361 0.598  0.389
H -1.726 1.261 -2.189  0.391
H -3.260 -0.722 -0.795  0.206
H -2.067 -1.291 -2.168  0.200
H -3.404 -0.219 -2.409  0.204
C 2.069 -1.410 1.188  -0.752
C 2.934 -0.183 1.003  0.782
O 3.653 -0.095 0.039  -0.578
O 2.666 0.927 1.706  -0.672
H 2.369 -1.919 2.119  0.214
H 2.149 -2.203 0.459  0.243
H 1.079 -1.003 1.404  0.274
H 2.353 0.751 2.560  0.479

Summary:
**2S+1**: 1
**SMILES**: [H]/N=C(/N)NC.CC(=O)O
**Highest occupied orbital energy**: -9.10 eV

***

Density functional theory data (ωB97M-V/def2-TZVPD) for a molecular structure, C26H48O5SSe3SiTi.

Each line ends with the Mulliken charge.
Element x y z (Å)
Ti -0.040 0.179 -1.362  -0.146
C 4.024 -0.246 0.923  -1.617
C 2.785 -1.107 0.676  1.784
C 2.546 -2.069 1.835  -1.255
C 2.979 -1.929 -0.585  -1.900
O 1.621 -0.217 0.508  1.773
Si 1.167 1.046 1.501  -0.451
S -0.704 1.520 0.811  -1.020
O 1.284 0.399 3.025  0.886
C 1.132 0.967 4.325  1.766
C 0.064 2.064 4.370  -1.572
C 2.482 1.520 4.789  -1.468
C 0.704 -0.184 5.228  -1.764
O 2.256 2.294 1.629  0.175
C 2.487 3.603 1.088  1.791
C 2.247 3.683 -0.404  -1.541
C 1.593 4.608 1.814  -1.698
C 3.950 3.895 1.393  -1.721
H 4.903 -0.890 1.016  0.507
H 3.917 0.347 1.838  0.159
H 4.166 0.437 0.077  0.230
H 3.428 -2.706 1.957  0.506
H 1.690 -2.704 1.614  -0.004
H 2.358 -1.532 2.763  -0.071
H 3.779 -2.661 -0.416  0.440
H 3.231 -1.295 -1.431  0.245
H 2.056 -2.457 -0.816  0.036
H 0.377 2.929 3.781  0.149
H -0.102 2.380 5.404  0.489
H -0.873 1.694 3.947  0.323
H 2.824 2.279 4.082  0.037
H 3.224 0.716 4.827  0.298
H 2.390 1.965 5.785  0.462
H -0.267 -0.567 4.902  0.346
H 0.628 0.151 6.268  0.443
H 1.433 -0.997 5.169  0.324
H 1.213 3.457 -0.641  0.195
H 2.872 2.976 -0.948  0.248
H 2.466 4.696 -0.763  0.501
H 0.546 4.328 1.676  0.288
H 1.751 5.610 1.403  0.486
H 1.821 4.631 2.885  0.314
H 4.590 3.202 0.837  0.329
H 4.143 3.766 2.462  0.324
H 4.208 4.921 1.106  0.386
O -1.156 1.753 -2.098  -0.192
C -1.465 1.616 -3.499  -1.272
C -1.987 0.224 -3.787  2.421
C -1.843 -0.005 -5.300  -1.322
O -2.142 -1.346 -5.698  -0.584
C -3.482 0.121 -3.418  -1.573
Se -3.953 0.432 -1.513  -0.607
C -1.127 -0.808 -3.024  -2.086
Se 1.819 0.594 -2.865  -0.782
H -2.056 1.580 -1.588  0.065
H -0.529 1.793 -4.019  0.442
H -2.199 2.371 -3.790  0.227
H -0.817 0.259 -5.593  0.389
H -2.536 0.635 -5.857  0.452
H -1.709 -1.910 -5.047  0.443
H -3.846 -0.865 -3.694  0.457
H -4.041 0.856 -4.002  0.446
H -0.272 -1.142 -3.610  0.476
H -1.729 -1.653 -2.723  0.996
C 1.196 -7.594 2.122  -1.530
C 0.750 -6.270 1.550  0.750
C 0.816 -6.009 0.190  -1.046
C 0.384 -4.798 -0.354  1.291
C 0.445 -4.594 -1.843  -1.651
C -0.135 -3.799 0.488  0.329
Se -0.918 -2.221 -0.261  0.120
C -0.189 -4.044 1.883  0.397
C -0.715 -3.017 2.857  -1.158
C 0.244 -5.273 2.376  -0.929
H 1.716 -8.193 1.371  0.343
H 0.342 -8.179 2.481  0.296
H 1.871 -7.451 2.970  0.327
H 1.205 -6.774 -0.480  0.216
H 0.776 -5.507 -2.346  0.357
H 1.124 -3.782 -2.108  0.329
H -0.536 -4.301 -2.221  0.258
H -0.459 -2.007 2.538  -0.163
H -0.316 -3.197 3.863  0.363
H -1.808 -3.055 2.899  0.386
H 0.193 -5.452 3.451  0.308

Summary:
**2S+1**: 1
**Highest occupied orbital energy**: -1.14 eV
**Total charge**: -2

***

Density functional theory data (ωB97M-V/def2-TZVPD) for a gas-phase ion, C4H8NO2 (charge -1).

Each line ends with the natural charge from an NBO analysis.
Element x y z (Å)
C 0.305 1.678 0.810  -0.614
C 0.511 0.297 0.106  -0.203
C 1.701 -0.549 0.442  0.456
O 2.846 -0.144 0.482  -0.590
N -0.637 -0.568 0.069  -0.779
C -1.515 -1.132 -1.225  0.214
O -0.896 -1.241 -2.337  -0.865
H 1.300 1.935 1.231  0.201
H -0.510 1.590 1.568  0.204
H 0.160 2.524 0.127  0.205
H 0.586 0.530 -1.010  0.253
H 1.561 -1.652 0.635  0.114
H -1.117 -0.756 0.937  0.322
H -1.900 -2.059 -0.721  0.042
H -2.394 -0.454 -1.114  0.039

Summary:
**2S+1**: 1
**SMILES**: C[C@@H](C=O)NC[O-]
**Highest occupied orbital energy**: -2.70 eV
**Total charge**: -1

***

Density functional theory data (ωB97M-V/def2-TZVPD) for 2 unconnected molecules or ions with the total composition C17H29N4O9.

Each line ends with the natural charge from an NBO analysis.
Element x y z (Å)
O 0.602 0.818 -5.818  -0.669
O -0.887 1.199 3.707  -0.626
O 4.167 -0.065 4.002  -0.606
O -3.875 -2.690 4.594  -0.615
O 1.980 1.887 -0.529  -0.787
O 4.097 0.481 -2.941  -0.633
O 0.443 0.304 -0.410  -0.787
O 3.860 2.046 4.737  -0.680
O -3.297 -0.813 5.703  -0.666
C 0.954 1.979 -5.657  0.680
C -0.325 0.119 3.800  0.693
C 3.470 0.939 4.059  0.785
C -3.287 -1.618 4.614  0.791
C 1.132 1.128 -1.053  0.761
C 3.065 0.549 -3.603  0.662
N 2.803 -0.346 -4.562  -0.633
N 2.048 0.404 2.011  -0.867
N -1.043 -1.057 3.681  -0.618
N 1.623 2.436 -4.600  -0.590
C 0.621 3.011 -6.708  -0.703
C 3.655 -1.486 -4.888  -0.408
C -5.129 -1.498 1.829  -0.609
C -3.817 -2.483 -0.056  -0.602
C 1.130 0.051 4.231  -0.483
C 2.059 0.939 3.394  -0.139
C -2.482 -1.135 3.375  -0.157
C -2.630 -2.015 2.106  -0.406
C -3.752 -1.546 1.156  -0.211
C 0.845 1.278 -2.555  -0.513
C 2.070 1.711 -3.387  -0.142
H 4.757 1.835 5.030  0.488
H -3.831 -1.286 6.356  0.491
H 1.931 -0.223 -5.067  0.428
H 1.110 0.397 1.582  0.414
H 2.653 0.947 1.380  0.406
H -0.499 -1.913 3.662  0.398
H 1.829 3.419 -4.599  0.393
H -0.060 3.744 -6.281  0.223
H 0.144 2.513 -7.550  0.235
H 1.536 3.499 -7.039  0.218
H 4.677 -1.141 -5.056  0.201
H 3.656 -2.186 -4.052  0.201
H 3.283 -1.987 -5.781  0.194
H -5.385 -2.476 2.248  0.209
H -5.899 -1.220 1.103  0.203
H -5.146 -0.757 2.633  0.197
H -4.583 -2.143 -0.760  0.202
H -4.058 -3.504 0.255  0.194
H -2.855 -2.495 -0.580  0.222
H 1.180 0.356 5.278  0.226
H 1.480 -0.983 4.164  0.220
H 1.688 1.970 3.389  0.202
H -2.855 -0.134 3.135  0.258
H -1.694 -1.971 1.537  0.241
H -2.782 -3.064 2.381  0.214
H -3.506 -0.539 0.799  0.208
H 0.065 2.035 -2.659  0.211
H 0.453 0.340 -2.951  0.219
H 2.613 2.442 -2.788  0.263

Summary:
**2S+1**: 1
**Highest occupied orbital energy**: -4.79 eV
**Total charge**: -1

***

Density functional theory data (ωB97M-V/def2-TZVPD) for a molecular structure, C23H23F10N6PPdS4.

Each line ends with the Löwdin spin population.
Element x y z (Å)
Pd -0.633 -0.135 0.766  1.143
C 2.509 0.388 0.200  0.009
N 1.258 0.168 -0.544  0.080
C 0.875 1.414 -1.221  0.003
C 0.636 2.523 -0.203  0.010
N -0.016 1.981 0.972  0.131
C -0.089 2.768 2.083  0.010
C 0.151 2.240 3.363  0.005
F 0.545 0.960 3.475  0.005
C 0.040 2.979 4.523  -0.001
F 0.294 2.411 5.705  -0.001
C -0.299 4.320 4.466  0.006
F -0.404 5.046 5.584  0.002
C -0.527 4.894 3.231  0.000
F -0.882 6.180 3.154  -0.001
C -0.432 4.132 2.081  0.009
F -0.764 4.726 0.913  0.001
C 1.393 -0.949 -1.478  0.009
C 1.751 -2.280 -0.781  0.050
N 1.368 -2.261 0.606  0.467
C 1.040 -3.334 1.311  0.023
C 0.762 -4.659 0.870  0.112
F 0.929 -5.001 -0.408  0.034
C 0.279 -5.621 1.723  -0.011
F -0.004 -6.841 1.272  -0.015
C 0.072 -5.331 3.070  0.144
F -0.394 -6.268 3.881  0.047
C 0.366 -4.066 3.561  -0.016
F 0.192 -3.804 4.852  -0.016
C 0.850 -3.104 2.708  0.121
F 1.160 -1.920 3.206  0.041
H 3.303 0.703 -0.490  0.004
H 2.805 -0.520 0.712  0.001
H 2.350 1.157 0.951  0.000
H -0.033 1.207 -1.793  0.001
H 1.652 1.725 -1.934  0.001
H 0.084 3.320 -0.716  0.001
H 1.600 2.977 0.069  0.002
H 2.157 -0.733 -2.239  0.001
H 0.438 -1.053 -1.998  0.001
H 2.842 -2.407 -0.792  0.026
H 1.339 -3.097 -1.371  0.005
S -1.803 -0.646 2.832  0.311
S -3.164 -2.082 2.558  0.287
S -2.643 -3.287 0.967  0.321
S -1.571 -2.265 -0.358  0.346
C -4.974 1.756 -1.900  0.002
N -5.255 0.904 -0.748  0.017
C -5.598 1.756 0.390  0.001
N -4.588 2.765 0.701  0.010
C -4.327 3.560 -0.495  0.001
N -3.940 2.762 -1.661  0.019
C -2.624 2.149 -1.474  0.025
P -2.602 1.009 -0.015  0.168
C -4.115 0.035 -0.441  0.024
C -3.360 2.158 1.215  0.011
H -5.895 2.279 -2.167  0.000
H -4.675 1.130 -2.744  0.000
H -5.760 1.129 1.268  0.000
H -6.530 2.274 0.154  0.000
H -3.540 4.285 -0.280  0.000
H -5.241 4.100 -0.750  0.000
H -1.882 2.934 -1.323  0.000
H -2.353 1.598 -2.379  0.000
H -3.896 -0.606 -1.298  0.004
H -4.368 -0.621 0.395  0.002
H -2.636 2.939 1.449  0.000
H -3.568 1.610 2.135  0.001

Summary:
**2S+1**: 5
**Highest occupied orbital energy (alpha / beta)**: -7.20 / -7.36 eV

***

Density functional theory data (ωB97M-V/def2-TZVPD) for 2 unconnected molecules or ions with the total composition C8H11N4S.

Each line ends with the Löwdin spin population.
Element x y z (Å)
C 3.764 1.512 1.386  0.061
C 2.864 0.667 0.923  0.023
C 2.729 2.685 -0.144  0.082
C -2.318 0.272 0.325  0.007
C 1.062 0.791 -0.781  0.961
C -2.427 -0.840 -0.725  0.014
C -0.535 -0.815 1.221  0.024
C -0.126 -1.205 -0.241  0.093
N 3.708 2.730 0.653  0.085
N -1.408 0.296 1.182  0.014
N 2.037 1.305 -0.032  0.174
N -1.102 -1.305 -1.129  0.139
S 0.290 1.972 -1.794  0.254
H 4.592 1.459 2.033  0.003
H 2.540 -0.230 1.440  -0.001
H 2.317 3.483 -0.812  0.005
H -2.873 1.157 0.421  0.002
H -2.977 -1.622 -0.161  0.008
H -2.945 -0.515 -1.557  0.001
H -1.185 -1.606 1.710  0.007
H 0.385 -0.606 1.764  0.002
H 0.884 -1.677 -0.137  0.020
H -0.857 -1.570 -2.093  0.003
H -0.446 1.202 -2.440  0.016

Summary:
**2S+1**: 3
**Highest occupied orbital energy (alpha / beta)**: -10.42 / -12.67 eV
**Total charge**: +1

***

For reference, F_max by record: 1.93, 2.88, 1.80, 3.46, 2.57, 0.26, 3.36 eV/A.